A structure of composition C42H36Cl5MoN7O4S. Source: OMol25; level of theory: ωB97M-V/def2-TZVPD.

Calculated values
- Charge: +2
- Energy relative to the best compared isomer or geometry (same formula, charge and spin): 14.7 kJ/mol
- Frontier orbital gap (alpha / beta): 6.2 / 6.1 eV
- Total energy: -138052.57321 eV
- HOMO (alpha / beta): -0.479 / -0.479 Eh

Geometry as XYZ:
```
96
Properties=species:S:1:pos:R:3:forces:R:3:mulliken_charge:R:1
Mo -1.743 1.193 -0.651 0.491 0.219 0.043 -1.200
Cl -7.730 1.987 2.468 -0.004 0.001 0.002 -0.157
C -6.519 1.493 1.360 0.019 0.009 0.005 0.051
C -5.328 2.206 1.318 0.003 0.022 0.017 -0.967
C -4.336 1.810 0.429 -0.017 0.026 -0.010 0.095
N -3.064 2.393 0.219 -0.065 0.015 -0.001 0.494
C -2.682 3.604 0.776 -0.022 0.004 0.055 0.364
O -3.331 4.298 1.513 0.010 -0.002 -0.063 -0.616
C -1.290 3.988 0.352 -0.009 0.069 -0.015 0.495
C -0.763 5.202 0.731 0.031 0.017 -0.009 -0.736
C 0.514 5.535 0.300 -0.008 -0.021 -0.006 -0.472
C 1.209 4.633 -0.490 -0.002 0.016 0.017 -1.184
C 0.609 3.432 -0.822 0.049 -0.084 -0.022 -0.043
N -0.620 3.101 -0.410 -0.216 -0.014 -0.011 0.571
C -4.545 0.698 -0.401 -0.035 0.045 0.005 0.236
C -5.739 0.000 -0.376 -0.006 -0.034 -0.011 -0.914
C -6.726 0.399 0.514 0.005 -0.013 -0.015 0.114
Cl -8.191 -0.492 0.564 -0.003 -0.003 0.001 -0.146
N -3.434 0.456 -1.231 -0.007 -0.061 0.152 0.751
C -3.437 -0.294 -2.397 -0.037 -0.019 -0.028 0.025
O -4.123 -1.257 -2.618 -0.029 0.014 -0.049 -0.636
C -2.417 0.250 -3.362 0.030 -0.191 0.072 0.599
C -2.318 -0.232 -4.647 0.001 0.114 -0.077 -0.663
C -1.416 0.387 -5.505 0.015 0.014 0.025 -0.445
C -0.648 1.441 -5.031 -0.025 -0.020 -0.005 -1.026
C -0.774 1.824 -3.706 -0.012 0.017 -0.012 -0.084
N -1.638 1.233 -2.878 0.031 -0.028 0.100 0.344
H -5.197 3.062 1.960 0.002 -0.015 -0.003 0.698
H -1.362 5.860 1.346 -0.008 -0.004 0.002 0.590
H 0.958 6.482 0.575 0.001 0.003 0.001 0.487
H 2.208 4.845 -0.842 0.000 -0.006 -0.006 0.564
H 1.139 2.707 -1.424 -0.024 0.031 0.026 0.417
H -5.910 -0.842 -1.030 -0.005 -0.005 0.005 0.623
H -2.956 -1.048 -4.958 -0.009 0.004 0.002 0.559
H -1.321 0.058 -6.531 -0.001 0.000 -0.004 0.499
H 0.045 1.962 -5.676 0.004 0.008 0.004 0.504
H -0.182 2.632 -3.298 0.010 -0.003 0.000 0.620
N -1.866 0.126 1.263 -0.254 -0.149 -0.038 0.667
C -0.754 -0.112 2.172 0.053 0.028 -0.038 0.407
C 0.009 0.964 2.595 -0.006 -0.010 -0.015 -0.493
C 1.017 0.757 3.526 0.008 -0.007 -0.016 -0.636
C 1.254 -0.518 4.020 0.012 0.015 0.021 -0.599
C 0.492 -1.590 3.577 0.011 -0.006 -0.015 -0.775
C -0.516 -1.391 2.644 -0.001 -0.012 0.012 -0.146
H -2.580 0.645 1.776 -0.013 -0.028 -0.028 0.574
H -2.340 -0.768 1.025 0.082 0.079 0.043 -0.141
H -0.192 1.962 2.219 -0.003 0.002 0.007 0.299
H 1.608 1.593 3.872 0.004 0.007 0.002 0.555
H 2.031 -0.673 4.757 -0.010 -0.006 -0.002 0.413
H 0.675 -2.584 3.963 0.001 -0.005 0.001 0.409
H -1.125 -2.221 2.305 0.001 0.002 0.004 0.422
Cl 4.565 -4.335 3.262 0.002 0.002 0.012 -0.212
C 4.387 -3.431 1.803 0.018 -0.021 -0.062 -0.093
C 3.569 -2.311 1.788 0.004 0.001 -0.008 -1.284
C 3.441 -1.579 0.623 -0.050 -0.025 0.040 0.798
C 4.130 -1.936 -0.533 0.010 -0.081 -0.058 -0.323
C 4.011 -1.104 -1.790 0.009 -0.085 0.023 -1.078
C 2.800 -1.512 -2.615 0.013 -0.055 0.004 -1.276
N 1.550 -1.291 -1.885 0.061 -0.067 0.102 0.388
C 0.710 -2.262 -1.392 -0.085 -0.002 -0.081 -1.612
C -0.316 -1.614 -0.788 0.068 -0.025 0.061 -0.427
N -0.100 -0.245 -0.889 -0.141 -0.123 -0.030 1.813
C 1.047 -0.105 -1.543 -0.063 0.102 -0.143 -1.110
O 3.869 0.278 -1.537 -0.008 0.121 -0.118 -0.095
C 5.081 0.927 -1.135 0.068 0.006 0.087 -1.406
C 5.360 0.763 0.329 0.022 0.086 0.028 0.221
C 4.582 1.303 1.307 0.110 0.022 0.009 0.884
Cl 3.194 2.292 1.049 -0.039 0.005 0.003 0.001
S 5.083 0.875 2.885 -0.010 0.022 -0.022 -0.135
C 6.382 -0.044 2.251 -0.019 0.007 0.006 -0.586
C 6.412 -0.014 0.894 -0.011 0.005 -0.003 -0.832
C 4.915 -3.084 -0.494 -0.013 -0.001 0.027 0.600
Cl 5.749 -3.629 -1.918 0.005 0.007 -0.003 -0.197
C 5.059 -3.835 0.663 -0.004 -0.004 0.026 -0.504
H 3.055 -2.011 2.686 -0.033 0.021 0.038 0.377
H 2.825 -0.685 0.622 0.026 -0.052 0.004 0.770
H 4.889 -1.277 -2.421 0.004 0.012 0.005 1.158
H 2.861 -2.572 -2.856 -0.026 0.016 -0.022 0.467
H 2.768 -0.939 -3.540 -0.009 0.014 -0.009 0.326
H 0.913 -3.311 -1.521 -0.004 -0.001 -0.013 0.506
H -1.180 -2.037 -0.300 0.024 0.024 -0.016 0.623
H 1.551 0.816 -1.779 -0.033 -0.073 -0.008 0.698
H 4.944 1.977 -1.389 -0.011 0.012 0.021 0.486
H 5.918 0.542 -1.723 0.000 0.011 -0.012 0.326
H 7.063 -0.543 2.921 -0.001 -0.007 0.008 0.514
H 7.159 -0.526 0.303 0.005 -0.005 -0.004 0.486
H 5.687 -4.714 0.670 0.001 -0.003 0.000 0.510
C -4.525 -4.202 1.534 -0.003 0.015 0.004 -1.272
C -4.234 -2.723 1.626 -0.018 -0.027 -0.007 -0.137
O -3.359 -2.280 0.565 0.097 0.099 -0.055 -0.550
H -5.169 -4.507 2.359 -0.005 -0.007 0.000 0.420
H -3.605 -4.784 1.580 0.002 -0.003 -0.002 0.306
H -5.044 -4.439 0.604 -0.002 -0.006 0.001 0.348
H -3.708 -2.481 2.550 -0.001 -0.002 0.016 0.327
H -5.155 -2.135 1.599 -0.004 0.010 0.007 0.186
H -3.788 -2.469 -0.281 0.003 0.017 0.015 0.220
```
Positions in Å, forces in eV/Å.

A structure of composition CCl4OS at a distorted geometry. Source: OMol25; level of theory: ωB97M-V/def2-TZVPD.

Calculated values
- Charge: 0
- Energy relative to the best compared isomer or geometry (same formula, charge and spin): 319.0 kJ/mol
- Frontier orbital gap (alpha / beta): 7.3 / 7.3 eV
- Total energy: -64005.69406 eV
- HOMO (alpha / beta): -0.347 / -0.347 Eh

Geometry as XYZ:
```
7
Properties=species:S:1:pos:R:3:forces:R:3:nbo_charge:R:1
C -1.170 -0.673 -0.373 1.248 0.519 -0.665 -0.343
O -0.219 1.777 0.289 0.803 -1.494 -0.232 -0.850
S 0.405 0.487 0.022 0.109 2.682 -0.356 1.392
Cl -0.712 -2.277 -0.654 0.087 -0.874 -0.378 0.085
Cl -1.896 -0.470 1.117 -1.739 -0.266 1.577 0.099
Cl 2.101 0.468 1.292 -0.156 -0.232 0.195 -0.236
Cl 1.492 0.688 -1.692 -0.352 -0.335 -0.141 -0.148
```
Positions in Å, forces in eV/Å.

An isolated molecule of C3H4N2O2. Source: OMol25; level of theory: ωB97M-V/def2-TZVPD.

Calculated values
- Charge: 0
- Energy relative to the best compared isomer or geometry (same formula, charge and spin): 130.5 kJ/mol
- Frontier orbital gap: 9.3 eV
- Total energy: -10250.91289 eV
- HOMO: -0.321 Eh
- SMILES string: Nc1coc(=O)[nH]1

Geometry as XYZ:
```
11
Properties=species:S:1:pos:R:3:forces:R:3:nbo_charge:R:1
N -1.883 -0.242 -0.022 0.130 -0.077 -0.048 -0.820
C -0.525 0.078 0.139 0.064 0.067 -0.020 0.228
C 0.038 1.252 0.420 -0.339 0.092 -0.033 0.032
O 1.410 1.179 0.265 0.039 -0.119 -0.064 -0.456
C 1.732 -0.103 -0.108 0.189 -0.160 0.016 0.860
O 2.849 -0.488 -0.323 -0.409 0.112 0.224 -0.593
N 0.533 -0.794 -0.198 0.096 0.115 0.087 -0.638
H -2.088 -1.213 0.185 0.022 0.135 0.087 0.370
H -2.176 -0.056 -0.976 -0.052 -0.018 0.135 0.381
H -0.399 2.204 0.681 0.162 -0.143 -0.092 0.218
H 0.509 -1.781 0.005 0.099 -0.006 -0.293 0.417
```
Positions in Å, forces in eV/Å.

A structure of composition C41H28Cl2N13OS4Y at a distorted geometry. Source: OMol25; level of theory: ωB97M-V/def2-TZVPD.

Calculated values
- Charge: -2
- Energy relative to the best compared isomer or geometry (same formula, charge and spin): 0.0 kJ/mol
- Frontier orbital gap: 2.7 eV
- Total energy: -133823.07358 eV
- HOMO: 0.000 Eh

Geometry as XYZ:
```
90
Properties=species:S:1:pos:R:3:forces:R:3:mulliken_charge:R:1
Y 0.140 -0.750 0.324 -1.700 -0.518 -2.502 1.315
C -1.732 3.680 -1.587 0.104 -0.291 -0.108 -1.341
C -1.468 2.537 -0.643 3.406 -1.562 -1.390 0.118
N -0.399 1.725 -0.906 -2.999 1.255 1.900 1.180
N 0.395 2.074 -1.934 2.727 0.721 -0.254 -0.940
C 1.701 2.190 -1.615 -2.665 -0.197 -0.653 -0.025
S 2.477 2.010 -0.140 0.131 0.177 0.959 -0.421
S 2.780 2.630 -2.969 -0.015 0.330 -0.200 -0.180
C 1.889 4.048 -3.659 -1.143 -0.326 0.314 -0.933
C 1.754 5.303 -2.786 0.192 0.187 -0.284 0.799
C 0.937 6.362 -3.249 0.589 -0.635 0.656 -0.501
C 0.857 7.535 -2.507 -0.583 0.354 -0.560 -0.428
C 1.553 7.697 -1.312 -0.285 0.203 0.227 -0.367
C 2.350 6.668 -0.851 -0.021 -0.549 -0.063 -0.691
C 2.459 5.472 -1.594 0.327 -0.342 0.804 -0.093
C -2.252 2.409 0.574 0.089 -1.584 0.769 0.364
C -3.532 2.965 0.673 0.204 -0.051 0.578 -0.779
C -4.291 2.833 1.831 -0.018 -0.335 0.086 -0.779
C -3.804 2.123 2.941 0.229 0.447 -0.842 -0.574
C -2.535 1.587 2.880 0.834 -0.600 -0.130 -0.498
C -1.762 1.585 1.679 -0.010 0.151 -0.624 0.520
O -0.684 0.834 1.562 -1.220 1.008 1.144 -0.229
H -1.316 4.620 -1.204 0.228 -0.159 -0.209 0.253
H -1.267 3.379 -2.545 -0.291 0.569 0.381 0.280
H -2.801 3.856 -1.691 -0.036 -0.087 -0.202 0.432
H 2.423 4.295 -4.568 0.152 0.146 -0.290 0.471
H 0.877 3.677 -3.955 0.693 0.428 0.214 0.196
H 0.360 6.183 -4.155 0.062 0.320 0.138 0.361
H 0.204 8.343 -2.858 0.212 -0.288 0.126 0.301
H 1.390 8.587 -0.687 0.181 -0.333 -0.456 0.323
H 2.825 6.786 0.129 0.000 -0.277 -0.448 0.344
H 3.046 4.620 -1.168 -0.525 0.811 -0.548 0.234
H -3.975 3.487 -0.173 0.185 -0.055 0.197 0.226
H -5.284 3.244 1.828 -0.339 0.080 0.142 0.358
H -4.410 1.945 3.817 -0.105 0.226 0.127 0.393
H -2.104 1.053 3.741 -0.266 0.081 -0.434 0.275
N -1.816 -3.304 3.636 -0.069 -0.415 0.344 -0.002
C -0.753 -2.767 3.023 0.091 0.798 -0.945 -0.609
N -1.156 -2.027 1.986 -0.750 -0.769 1.580 1.094
C -2.547 -2.139 2.046 1.694 -0.641 -0.348 -0.411
N -2.950 -2.941 2.995 -0.095 -0.062 1.044 -0.774
C -3.501 -1.681 1.050 -1.163 0.057 -0.835 0.479
C -4.808 -2.221 1.101 0.547 0.572 0.832 -0.288
N -5.734 -1.745 0.312 -1.338 -0.733 -0.492 -0.689
C -5.397 -0.971 -0.716 0.240 -0.114 0.398 -0.438
C -4.086 -0.574 -0.858 0.469 0.904 -0.282 -0.511
N -3.171 -0.826 0.087 0.341 -0.384 0.118 0.526
H -1.861 -3.913 4.465 0.083 0.630 -0.979 0.214
H 0.290 -2.905 3.322 -0.547 -0.005 -0.116 0.451
H -5.115 -2.930 1.887 0.304 0.380 -0.545 0.428
H -6.200 -0.655 -1.384 0.315 -0.046 0.085 0.385
H -3.785 0.044 -1.720 0.105 -0.346 0.582 0.379
S 6.870 -4.052 3.703 -0.790 0.519 -0.692 0.073
N 6.100 -2.647 4.058 -0.673 -0.002 -0.711 -0.688
C 5.104 -2.481 3.180 0.499 -1.264 0.097 0.799
C 4.063 -1.440 3.202 -0.512 -0.471 -0.616 0.308
C 4.006 -0.379 4.128 -0.283 -0.539 -0.474 -0.637
C 2.929 0.496 4.088 0.319 -0.181 0.402 -1.004
C 1.933 0.296 3.124 0.419 -0.352 -0.448 -0.313
N 1.955 -0.719 2.231 0.539 0.116 0.981 0.670
C 2.986 -1.616 2.271 -0.088 1.571 0.863 -0.353
C 2.900 -2.751 1.346 0.178 -1.228 -0.427 -0.200
N 1.757 -2.910 0.653 0.135 0.107 0.018 0.645
C 1.612 -3.979 -0.132 0.123 0.140 0.361 -0.036
C 2.585 -4.980 -0.247 0.820 0.539 0.605 -0.937
C 3.816 -4.807 0.400 -0.890 -0.021 -0.203 -0.691
C 3.946 -3.703 1.247 -0.132 0.455 0.524 0.127
C 5.036 -3.602 2.217 0.371 0.589 0.439 0.842
N 5.973 -4.527 2.399 -0.208 0.887 0.584 -0.673
H 4.786 -0.329 4.881 -0.034 0.197 -0.105 0.478
H 2.848 1.306 4.838 -0.014 -0.529 -0.721 0.407
H 1.107 1.004 3.069 -0.034 -0.363 -0.339 0.393
H 0.678 -4.043 -0.684 -0.128 0.152 0.104 -0.009
H 2.312 -5.870 -0.782 0.275 -0.125 -0.408 0.480
H 4.669 -5.485 0.314 -0.508 0.022 0.035 0.454
Cl -1.029 -0.906 -3.940 0.636 1.088 0.022 -0.215
C -1.326 -2.536 -3.585 -1.204 -2.606 -0.003 0.328
C -1.725 -3.376 -4.610 -0.622 0.489 1.062 -0.455
C -2.383 -4.595 -4.305 0.616 -0.815 -1.124 -0.528
C -2.381 -5.123 -3.000 -1.054 -0.226 -0.132 -0.419
C -2.007 -4.351 -1.939 0.922 1.617 -2.146 0.577
Cl -2.368 -4.878 -0.365 0.053 -0.290 1.405 -0.296
C -1.424 -2.965 -2.149 -0.308 -1.144 -1.228 -0.811
N -1.009 -2.247 -1.230 1.869 2.728 3.869 -0.458
H -1.624 -2.998 -5.633 -0.298 -0.273 0.229 0.335
H -2.861 -5.133 -5.136 0.475 -0.102 0.406 0.280
H -2.794 -6.126 -2.746 0.104 0.746 -0.560 0.261
S 4.013 -1.759 -2.596 0.108 0.153 0.111 -0.523
C 2.824 -1.098 -1.700 -1.933 0.233 1.241 0.607
N 1.914 -0.727 -1.027 2.699 -0.944 -2.026 -1.017
```
Positions in Å, forces in eV/Å.